Computed, not measured: a cluster of 4 separate species, C6H19NO4 in total at a distorted geometry, with wB97M-V/def2-TZVPD.

ORCA input file:
```
! RIJCOSX wB97M-V def2-TZVPD def2/J DEFGRID3
* xyz 0 1
C 0.29786 -3.91054 0.06613
C -0.25755 -2.65585 -0.62769
C 0.04402 -1.34392 0.03343
O 1.11089 -0.76001 -0.09641
N -0.99390 -0.75076 0.68200
C -0.93920 0.60873 1.20427
C -0.82290 1.68243 0.10422
C 0.18420 0.81848 2.21302
H 1.19559 -3.67179 0.63325
H -0.42327 -4.26529 0.80763
H 0.40792 -4.72607 -0.64039
H -1.33301 -2.82573 -0.74187
H 0.03443 -2.56409 -1.66677
H -1.90610 -1.17003 0.67047
H -1.90115 0.80912 1.67927
H -1.65011 1.57841 -0.59559
H -0.77839 2.65941 0.58750
H 0.13618 1.59713 -0.40590
H 0.37928 -0.03697 2.85256
H -0.01908 1.68723 2.84583
H 1.14486 1.03276 1.74208
O -0.22700 -0.43661 -2.90873
H 0.32050 -0.40508 -3.69777
H 0.33646 -0.04146 -2.22638
O -0.31558 4.58000 1.89081
H -1.10686 4.41309 1.36690
H 0.25332 3.81814 1.72144
O 1.94583 1.45969 -2.68865
H 2.66652 0.85058 -2.88346
H 2.21625 1.96901 -1.92121
*
```

Computed properties:
Energy ... -16210.75675 eV
Structure (SMILES) ... CCC(=O)NC(C)C.O.O.O
Highest occupied orbital energy ... -9.680 eV
LUMO energy ... 0.577 eV
Orbital gap ... 0.3769 hartree